(1)
Here is a cluster of 7 separate species, C7H27ClO10 in total from the Open Molecules 2025 dataset. Energies are from the ωB97M-V functional and the def2-TZVPD basis.

```
45
C7H27ClO10 | the Open Molecules 2025 dataset | the ωB97M-V functional and the def2-TZVPD basis
O -0.52901 -0.32346 -0.34457
H -0.89549 0.25179 0.39545
H -0.71883 0.03136 -1.24035
H -0.74698 -1.27722 -0.26607
Cl 0.38798 3.56396 -0.96557
O 0.83748 3.76978 0.39320
O -0.59928 2.48696 -0.96477
O -0.22396 4.75536 -1.47984
O 1.50637 3.18587 -1.79392
C 3.03575 -1.06515 1.88953
C 3.35427 0.41345 1.86996
C 2.88180 1.06196 0.57952
O 2.71384 0.93599 3.03567
H 3.46059 -1.59076 1.03324
H 1.94632 -1.16691 1.83806
H 3.35619 -1.54704 2.81284
H 4.43889 0.56221 1.94113
H 2.91582 2.15131 0.65710
H 1.83355 0.84667 0.35962
H 3.47990 0.68744 -0.24950
H 2.79118 1.89609 3.02479
C -0.89403 -4.00985 -0.76964
O -0.03299 -3.03136 -0.15109
H -0.95200 -3.75491 -1.82811
H -0.45724 -5.00444 -0.71002
H -1.88724 -3.96349 -0.32830
H 0.55276 -3.50417 0.44477
C -3.80878 -1.79402 0.46975
O -3.02231 -1.49573 -0.68724
H -4.83247 -2.03939 0.18635
H -3.36180 -2.62931 1.01351
H -3.84299 -0.91077 1.10237
H -3.36044 -1.98477 -1.44134
C -0.52359 1.79391 2.26047
O -1.44508 0.77712 1.78563
H 0.36239 1.77820 1.63786
H -0.96684 2.78264 2.16020
H -0.25494 1.55645 3.28834
H -2.17834 0.72209 2.40048
C -0.39463 0.98775 -4.00758
O -1.22044 0.04516 -3.28430
H -1.01146 1.69766 -4.56013
H 0.21932 1.56980 -3.32855
H 0.20873 0.44780 -4.73617
H -2.12199 0.33399 -3.44280
```

The value obtained for the HOMO energy is -8.95 eV. The value obtained for the relative energy (zero: lowest compared OMol25 entry of this formula, charge and spin) is 0.00 kcal per mole. The value obtained for the calculated total energy is -1495.12796 Ha. The lowest unoccupied orbital energy is -0.0028 Eh.


(2)
Here is a cluster of 4 separate species, C18H33BrN6 in total in a non-equilibrium geometry from the Open Molecules 2025 dataset. Energies are from the ωB97M-V functional and the def2-TZVPD basis.

```
58
C18H33BrN6 | the Open Molecules 2025 dataset | the ωB97M-V functional and the def2-TZVPD basis
C 0.82993 3.38857 0.36662
C 0.91322 1.87162 0.25641
N -0.16605 1.21806 1.03687
C -0.93469 0.16426 0.62139
C -1.90168 -0.02354 1.54678
N -1.67362 0.89298 2.55577
C -0.59881 1.60308 2.22652
C -2.33793 0.89249 3.86037
H 1.43151 3.81693 -0.44046
H 1.24184 3.80408 1.28441
H -0.16611 3.78348 0.15903
H 1.85676 1.50365 0.64988
H 0.79065 1.58501 -0.78042
H -0.75996 -0.45637 -0.24504
H -2.64245 -0.79684 1.64812
H -0.21819 2.42249 2.81317
H -2.19914 -0.07472 4.33073
H -3.38439 1.16268 3.73911
H -1.90898 1.68332 4.47354
C -2.05302 0.99692 -2.95791
C -0.67600 0.73729 -3.59173
N -0.79906 0.51686 -5.04505
C -0.24969 -0.54853 -5.72388
C -0.56781 -0.38378 -7.02313
N -1.25848 0.80537 -7.13350
C -1.34194 1.33849 -5.92814
C -1.71848 1.45576 -8.36887
H -2.04688 1.94964 -2.43182
H -2.21916 0.26149 -2.16348
H -2.90225 0.86977 -3.62181
H -0.14857 -0.12094 -3.18723
H -0.07061 1.63098 -3.44821
H 0.31966 -1.32861 -5.24899
H -0.30629 -0.95024 -7.89996
H -1.75751 2.29110 -5.64335
H -1.85025 2.51426 -8.17815
H -2.64309 0.98697 -8.69507
H -0.96202 1.30261 -9.13388
C 3.61368 -1.31834 2.13337
C 2.11292 -1.20742 2.31478
N 1.65065 -1.67113 3.62675
C 1.55124 -0.90376 4.76670
C 1.06813 -1.70147 5.74801
N 0.94338 -2.96425 5.21240
C 1.24283 -2.89641 3.91969
C 0.53902 -4.18679 5.90687
H 3.97080 -2.34176 2.28413
H 4.16704 -0.73930 2.87440
H 3.82905 -1.08026 1.09264
H 1.63990 -1.74733 1.49563
H 1.78219 -0.17693 2.19709
H 1.86990 0.12353 4.77494
H 0.86664 -1.51998 6.78906
H 1.14957 -3.68620 3.19152
H 0.46438 -3.94585 6.96539
H 1.33337 -4.92681 5.84286
H -0.39911 -4.56409 5.51574
Br 1.68396 -1.31210 -1.33065
```

The charge is +2. The value obtained for the HOMO energy is -12.05 eV. The value obtained for the relative energy (zero: lowest compared OMol25 entry of this formula, charge and spin) is 15.05 kcal per mole. The value obtained for the calculated total energy is -3607.72998 Ha. The lowest unoccupied orbital energy is -0.1708 Eh.


(3)
Here is the molecule CH5NO3P2 in a non-equilibrium geometry from the Open Molecules 2025 dataset. Energies are from the ωB97M-V functional and the def2-TZVPD basis.

```
12
CH5NO3P2 | the Open Molecules 2025 dataset | the ωB97M-V functional and the def2-TZVPD basis
C 0.72708 -0.61715 0.29842
N 1.17221 0.51052 -0.45870
O -1.36730 -2.45125 0.54560
O -0.72900 2.06886 0.07574
O -2.07139 -0.00355 -0.08780
P -2.13033 1.47382 0.18712
P -0.84193 -1.51133 -0.38951
H 1.48865 -1.42389 0.28328
H 0.48717 -0.33356 1.25932
H 1.15710 0.34345 -1.52154
H -0.07023 1.35380 0.10046
H 2.17797 0.59027 -0.29241
```

The value obtained for the HOMO energy is -7.85 eV. The value obtained for the relative energy (zero: lowest compared OMol25 entry of this formula, charge and spin) is 42.05 kcal per mole. The value obtained for the calculated total energy is -1004.30171 Ha. The lowest unoccupied orbital energy is -0.0310 Eh.


(4)
Here is the molecule C5H15N3 in a non-equilibrium geometry from the Open Molecules 2025 dataset. Energies are from the ωB97M-V functional and the def2-TZVPD basis.

```
23
C5H15N3 | the Open Molecules 2025 dataset | the ωB97M-V functional and the def2-TZVPD basis
C 1.14551 0.09218 0.52652
C -1.31115 0.31446 -0.28022
C 0.23215 0.31522 -0.67915
C 0.98062 -1.25563 1.21949
C -1.98349 -1.00631 -0.65625
N 1.08485 1.15082 1.47849
N -1.98006 1.40894 -0.99561
N 2.56543 0.19910 0.00688
H -1.45120 0.49460 0.79017
H 1.90793 1.08145 2.07262
H 1.09272 2.05290 1.01156
H -2.95331 1.46925 -0.69834
H -1.99848 1.21644 -1.99534
H 2.66905 1.05673 -0.53181
H 2.76313 -0.56549 -0.63729
H 0.46422 1.28681 -1.13524
H 0.41188 -0.44212 -1.45115
H 1.81787 -1.44907 1.90176
H 0.06166 -1.29692 1.81367
H 0.96028 -2.08139 0.50049
H -1.51866 -1.84939 -0.13921
H -3.04649 -0.99738 -0.38783
H -1.91448 -1.19518 -1.73419
```

The value obtained for the HOMO energy is -8.96 eV. The value obtained for the relative energy (zero: lowest compared OMol25 entry of this formula, charge and spin) is 9.90 kcal per mole. The value obtained for the calculated total energy is -363.77132 Ha. Its structure (SMILES) is C[C@H](N)CC(C)(N)N. The lowest unoccupied orbital energy is 0.0368 Eh.


> Which formula does entry 1 have?

C7H27ClO10


Repeat the first record exactly.
Here is a cluster of 7 separate species, C7H27ClO10 in total from the Open Molecules 2025 dataset. Energies are from the ωB97M-V functional and the def2-TZVPD basis.

```
45
C7H27ClO10 | the Open Molecules 2025 dataset | the ωB97M-V functional and the def2-TZVPD basis
O -0.52901 -0.32346 -0.34457
H -0.89549 0.25179 0.39545
H -0.71883 0.03136 -1.24035
H -0.74698 -1.27722 -0.26607
Cl 0.38798 3.56396 -0.96557
O 0.83748 3.76978 0.39320
O -0.59928 2.48696 -0.96477
O -0.22396 4.75536 -1.47984
O 1.50637 3.18587 -1.79392
C 3.03575 -1.06515 1.88953
C 3.35427 0.41345 1.86996
C 2.88180 1.06196 0.57952
O 2.71384 0.93599 3.03567
H 3.46059 -1.59076 1.03324
H 1.94632 -1.16691 1.83806
H 3.35619 -1.54704 2.81284
H 4.43889 0.56221 1.94113
H 2.91582 2.15131 0.65710
H 1.83355 0.84667 0.35962
H 3.47990 0.68744 -0.24950
H 2.79118 1.89609 3.02479
C -0.89403 -4.00985 -0.76964
O -0.03299 -3.03136 -0.15109
H -0.95200 -3.75491 -1.82811
H -0.45724 -5.00444 -0.71002
H -1.88724 -3.96349 -0.32830
H 0.55276 -3.50417 0.44477
C -3.80878 -1.79402 0.46975
O -3.02231 -1.49573 -0.68724
H -4.83247 -2.03939 0.18635
H -3.36180 -2.62931 1.01351
H -3.84299 -0.91077 1.10237
H -3.36044 -1.98477 -1.44134
C -0.52359 1.79391 2.26047
O -1.44508 0.77712 1.78563
H 0.36239 1.77820 1.63786
H -0.96684 2.78264 2.16020
H -0.25494 1.55645 3.28834
H -2.17834 0.72209 2.40048
C -0.39463 0.98775 -4.00758
O -1.22044 0.04516 -3.28430
H -1.01146 1.69766 -4.56013
H 0.21932 1.56980 -3.32855
H 0.20873 0.44780 -4.73617
H -2.12199 0.33399 -3.44280
```

The value obtained for the HOMO energy is -8.95 eV. The value obtained for the relative energy (zero: lowest compared OMol25 entry of this formula, charge and spin) is 0.00 kcal per mole. The value obtained for the calculated total energy is -1495.12796 Ha. The lowest unoccupied orbital energy is -0.0028 Eh.


> Which value of lowest unoccupied orbital energy does entry 2 give?

-0.1708 Eh